# C33H38Cl2F6N4O5PS2Ta

A structure of composition C33H38Cl2F6N4O5PS2Ta at a distorted geometry (ωB97M-V/def2-TZVPD, OMol25).

Positions of all 92 atoms, in Å:
Ta1 0.351 -1.621 -0.436
F1 -3.278 -4.483 0.929
C1 -2.320 -3.704 1.371
F2 -2.490 -3.403 2.643
F3 -1.135 -4.262 1.181
S1 -2.399 -2.099 0.431
O1 -1.151 -1.400 0.962
O2 -3.677 -1.561 0.674
N1 -1.898 -2.632 -0.973
S2 -1.755 -2.092 -2.453
O3 -2.837 -1.592 -3.199
O4 -0.452 -1.335 -2.415
C2 -1.230 -3.698 -3.209
F4 -0.240 -4.199 -2.455
F5 -2.246 -4.521 -3.229
F6 -0.792 -3.450 -4.420
C3 -5.941 2.961 0.206
N2 -5.043 2.220 -0.663
N3 -3.878 1.659 -0.176
C4 -3.366 0.791 -1.111
O5 -2.290 0.142 -0.935
C5 -4.264 0.839 -2.205
C6 -5.283 1.703 -1.880
C7 -6.494 2.062 -2.670
C8 -3.341 2.135 1.060
C9 -3.474 1.373 2.211
C10 -3.044 1.894 3.424
C11 -2.514 3.176 3.482
C12 -2.387 3.934 2.324
C13 -2.789 3.408 1.105
H1 -5.453 3.850 0.599
H2 -6.283 2.339 1.034
H3 -6.795 3.264 -0.388
H4 -4.170 0.307 -3.132
H5 -6.446 1.582 -3.643
H6 -6.566 3.140 -2.821
H7 -7.404 1.726 -2.169
H8 -3.931 0.394 2.153
H9 -3.159 1.313 4.329
H10 -2.210 3.593 4.434
H11 -1.984 4.938 2.372
H12 -2.716 3.991 0.194
C14 1.279 0.058 2.732
C15 1.526 1.191 1.727
C16 2.735 2.011 2.192
C17 0.267 2.056 1.687
P1 1.868 0.486 0.016
C18 3.613 -0.065 0.074
C19 4.626 0.520 -0.690
C20 5.946 0.118 -0.547
C21 6.286 -0.867 0.368
C22 5.293 -1.447 1.144
C23 3.974 -1.052 0.995
C24 1.610 1.707 -1.383
C25 2.009 0.989 -2.687
C26 0.121 2.055 -1.519
C27 2.385 3.021 -1.192
H13 1.130 0.519 3.711
H14 2.115 -0.631 2.831
H15 0.374 -0.507 2.506
H16 2.465 2.495 3.134
H17 3.016 2.792 1.487
H18 3.607 1.383 2.375
H19 0.007 2.310 2.716
H20 -0.592 1.538 1.250
H21 0.425 2.992 1.154
H22 4.415 1.294 -1.409
H23 6.711 0.587 -1.152
H24 7.317 -1.174 0.480
H25 5.542 -2.210 1.871
H26 3.228 -1.524 1.615
H27 1.981 1.723 -3.495
H28 2.998 0.539 -2.680
H29 1.278 0.214 -2.944
H30 -0.554 1.201 -1.431
H31 -0.026 2.481 -2.514
H32 -0.194 2.800 -0.792
H33 3.460 2.907 -1.078
H34 2.013 3.582 -0.336
H35 2.209 3.634 -2.079
Cl1 2.237 -4.447 2.741
C28 2.980 -4.458 1.187
C29 4.062 -5.280 0.913
C30 4.664 -5.246 -0.337
C31 4.206 -4.394 -1.338
C32 3.130 -3.595 -1.040
Cl2 2.474 -2.460 -2.205
C33 2.494 -3.609 0.200
N4 1.445 -2.724 0.370
H36 4.431 -5.944 1.684
H37 5.507 -5.893 -0.539
H38 4.680 -4.360 -2.309

Charge: +2
Kohn-Sham gap (eV): 5.86
LUMO level (eV): -7.26
ΔE to the lowest compared entry with this formula, charge and spin (eV): 1.287
Highest occupied orbital energy (eV): -13.12

Mulliken atomic charge list, values in e, 8 entries:
1 Ta 0.580
2 F -0.167
3 C 0.635
4 F -0.161
5 F -0.193
6 S 1.146
7 O -0.802
8 O -0.600

---

# H12NaO10S

A structure of composition H12NaO10S at a distorted geometry (ωB97M-V/def2-TZVPD, OMol25).

Positions of all 24 atoms, in Å:
Na1 -0.301 0.472 0.071
S1 1.804 -1.902 -0.482
O1 0.369 -1.711 -0.106
O2 1.955 -1.422 -1.870
O3 2.683 -1.102 0.403
O4 2.221 -3.293 -0.302
O5 0.010 1.843 -1.950
H1 -0.396 2.711 -2.059
H2 -0.190 1.349 -2.764
O6 -1.722 -1.280 2.938
H3 -1.656 -0.742 2.136
H4 -0.958 -1.022 3.462
O7 1.832 1.079 1.070
H5 2.453 1.781 0.853
H6 2.363 0.225 1.062
O8 -0.247 -0.721 -3.207
H7 0.516 -0.870 -2.562
H8 0.181 -0.422 -4.016
O9 -0.723 1.952 2.078
H9 0.086 2.019 2.604
H10 -1.435 2.262 2.648
O10 -2.589 -0.356 0.145
H11 -3.166 -1.121 0.243
H12 -3.089 0.269 -0.394

Charge: -1
Kohn-Sham gap (eV): 5.33
LUMO level (eV): 1.60
ΔE to the lowest compared entry with this formula, charge and spin (eV): 0.000
Highest occupied orbital energy (eV): -3.73

Mulliken atomic charge list, values in e, 8 entries:
1 Na 0.761
2 S 1.211
3 O -0.756
4 O -0.825
5 O -0.830
6 O -0.732
7 O -0.572
8 H 0.268

---

# C2H5ClNO2S

A cluster of 2 separate species, C2H5ClNO2S in total at a distorted geometry (ωB97M-V/def2-TZVPD, OMol25).

Positions of all 12 atoms, in Å:
C1 -0.044 -1.391 0.576
C2 -1.299 1.392 -0.524
N1 0.340 0.008 0.536
O1 1.984 -0.330 -1.338
O2 2.121 1.687 0.078
S1 1.891 0.272 0.040
Cl1 -2.831 0.859 -0.134
H1 -0.538 -1.787 -0.322
H2 0.761 -2.109 0.907
H3 -0.723 -1.562 1.458
H4 -0.713 0.671 -1.090
H5 -0.950 2.289 -0.187

Charge: -1
Kohn-Sham gap (alpha / beta) (eV): 6.98 / 6.90
LUMO level (alpha / beta) (eV): 3.40 / 3.41
ΔE to the lowest compared entry with this formula, charge and spin (eV): 4.218
Highest occupied orbital energy (alpha / beta) (eV): -3.58 / -3.49

Mulliken atomic charge list, values in e, 8 entries:
1 C -0.743
2 C -0.495
3 N -0.351
4 O -0.640
5 O -0.571
6 S 0.506
7 Cl -0.189
8 H 0.231

---

# C26H36Cl2F7N5O31Pd

A structure of composition C26H36Cl2F7N5O31Pd at a distorted geometry (ωB97M-V/def2-TZVPD, OMol25).

Positions of all 108 atoms, in Å:
Pd1 -0.113 -0.317 -0.312
Cl1 -2.621 -0.935 -0.082
Cl2 2.402 -0.442 -0.201
C1 -3.026 -4.528 -1.532
N1 -4.296 -5.095 -1.039
O1 -4.542 -4.994 0.220
O2 -4.983 -5.633 -1.912
H1 -3.150 -4.473 -2.613
H2 -2.177 -5.147 -1.243
H3 -2.965 -3.558 -1.039
C2 0.386 -4.981 -0.543
N2 0.196 -3.769 -1.380
O3 0.101 -2.658 -0.859
O4 0.256 -3.860 -2.631
H4 0.141 -4.848 0.510
H5 1.383 -5.423 -0.541
H6 -0.368 -5.681 -0.904
C3 4.600 -2.360 -2.775
N3 5.836 -1.558 -2.574
O5 6.525 -1.735 -1.587
O6 6.128 -0.854 -3.507
H7 4.848 -3.421 -2.760
H8 4.330 -2.118 -3.802
H9 3.715 -2.148 -2.174
C4 1.023 -1.478 -4.412
N4 -0.284 -1.007 -3.712
O7 -0.183 -0.374 -2.687
O8 -1.390 -1.280 -4.177
H10 1.803 -1.685 -3.679
H11 1.274 -0.638 -5.059
H12 0.846 -2.365 -5.019
C5 -4.046 4.803 -0.151
N5 -3.110 4.143 0.738
O9 -2.554 3.103 0.326
O10 -3.087 4.582 1.888
H13 -5.017 4.322 -0.036
H14 -3.702 4.654 -1.174
H15 -4.149 5.869 0.051
C6 3.838 1.556 -2.776
C7 4.329 2.811 -2.238
O11 4.180 3.594 -3.401
C8 3.741 2.904 -4.455
O12 3.433 3.324 -5.538
O13 3.772 1.603 -4.187
F1 5.596 2.642 -1.977
H16 2.827 1.315 -2.449
H17 4.470 0.706 -2.519
H18 3.862 3.203 -1.334
C9 -3.671 1.002 -3.167
C10 -4.727 1.685 -2.215
O14 -5.949 0.910 -2.363
C11 -5.798 0.159 -3.415
O15 -6.703 -0.456 -3.998
O16 -4.562 0.228 -3.994
F2 -4.934 2.970 -2.521
H19 -2.962 0.375 -2.628
H20 -2.947 1.596 -3.725
H21 -4.215 1.644 -1.254
C12 -2.974 -3.240 3.390
C13 -4.409 -3.774 3.675
O17 -4.907 -2.737 4.507
C14 -3.913 -1.977 4.974
O18 -4.113 -1.153 5.891
O19 -2.797 -2.216 4.337
F3 -4.378 -4.894 4.510
H22 -2.965 -2.841 2.376
H23 -2.162 -3.955 3.524
H24 -4.988 -3.885 2.759
C15 4.593 1.902 2.222
C16 3.148 2.129 2.673
O20 3.345 3.270 3.589
C17 4.611 3.341 3.919
O21 5.137 4.182 4.675
O22 5.364 2.408 3.291
F4 2.799 1.092 3.337
H25 4.888 2.380 1.288
H26 4.859 0.854 2.085
H27 2.560 2.191 1.757
C18 0.028 2.541 4.721
C19 -1.237 1.830 4.953
O23 -1.173 0.897 3.873
C20 -0.392 1.422 2.877
O24 -0.215 0.945 1.696
O25 0.271 2.543 3.354
F5 -2.212 2.666 4.705
H28 0.867 2.136 5.286
H29 -0.014 3.532 5.173
H30 -1.326 1.457 5.973
C21 1.778 -4.115 4.032
C22 2.144 -2.793 4.504
O26 1.488 -1.786 3.749
C23 0.820 -2.399 2.849
O27 -0.018 -1.946 2.095
O28 0.952 -3.720 2.964
F6 3.494 -2.693 4.287
H31 1.304 -4.752 4.779
H32 2.590 -4.686 3.583
H33 1.899 -2.671 5.559
C24 0.968 4.766 -2.716
C25 -0.369 4.812 -3.314
O29 -1.076 3.823 -2.494
C26 -0.199 2.978 -2.010
O30 -0.410 1.970 -1.335
O31 0.961 3.584 -1.995
F7 -0.445 4.380 -4.584
H34 1.266 5.567 -2.039
H35 1.716 4.926 -3.493
H36 -0.766 5.826 -3.274

Charge: 0
Kohn-Sham gap (alpha / beta) (eV): 8.73 / 6.96
LUMO level (alpha / beta) (eV): -1.33 / -2.96
Highest occupied orbital energy (alpha / beta) (eV): -10.05 / -9.92
2S+1: 3

Mulliken atomic charge list, values in e, 8 entries:
1 Pd 2.561
2 Cl -0.858
3 Cl -0.898
4 C -0.230
5 N 0.909
6 O -0.539
7 O -0.511
8 H 0.335

---

# C3H5FI2O

A structure of composition C3H5FI2O at a distorted geometry (ωB97M-V/def2-TZVPD, OMol25).

Positions of all 12 atoms, in Å:
C1 -0.248 -0.528 0.002
C2 -0.083 0.894 0.407
C3 1.944 0.900 1.699
O1 0.254 1.831 -0.572
F1 1.643 1.445 2.891
I1 2.762 -1.144 2.107
I2 3.270 2.128 0.424
H1 -0.161 -1.217 0.839
H2 0.443 -0.894 -0.837
H3 -1.191 -0.880 -0.415
H4 -0.847 1.161 1.025
H5 0.773 1.498 -1.316

Charge: 0
Kohn-Sham gap (alpha / beta) (eV): 7.77 / 7.77
LUMO level (alpha / beta) (eV): -0.69 / -0.69
ΔE to the lowest compared entry with this formula, charge and spin (eV): 2.394
Highest occupied orbital energy (alpha / beta) (eV): -8.47 / -8.47

Mulliken atomic charge list, values in e, 8 entries:
1 C -1.034
2 C 0.124
3 C -0.132
4 O -0.453
5 F -0.194
6 I 0.009
7 I 0.039
8 H 0.278

---

# C5H8ClOP

The molecule C5H8ClOP at a distorted geometry (ωB97M-V/def2-TZVPD, OMol25).

Positions of all 16 atoms, in Å:
C1 -0.151 -0.882 1.185
C2 -1.463 -0.772 1.391
C3 -1.323 -0.333 -1.449
C4 0.487 -0.289 -0.087
C5 0.978 1.098 0.057
O1 -3.675 -1.231 -0.284
P1 -2.444 -0.497 -0.073
Cl1 -2.965 1.386 0.351
H1 0.661 -1.167 1.784
H2 -1.790 -1.086 2.392
H3 -1.364 0.688 -2.018
H4 -1.133 -1.123 -2.045
H5 1.095 -0.915 -0.536
H6 0.110 1.928 -0.016
H7 1.645 1.250 -0.677
H8 1.525 1.358 0.989

Charge: 0
Kohn-Sham gap (eV): 9.73
LUMO level (eV): 0.23
ΔE to the lowest compared entry with this formula, charge and spin (eV): 2.899
Highest occupied orbital energy (eV): -9.50

Mulliken atomic charge list, values in e, 8 entries:
1 C -0.158
2 C -0.527
3 C -0.816
4 C -0.342
5 C -1.042
6 O -0.676
7 P 0.886
8 Cl -0.278